No. 1
# C2H3N2OP

A 2-piece molecular cluster, C2H3N2OP overall (wB97M-V/def2-TZVPD, the Open Molecules 2025 dataset).

Properties
Total charge ... 0
LUMO ... -0.004 Ha

Each line ends with the natural charge from an NBO analysis.
Positions of all 9 atoms, in Å:
C1 -1.3438 -0.7662 -0.1091  -0.26
C2 -1.8685 0.2415 -0.4905  -0.23
N1 0.1101 1.3415 1.6713  0.06
N2 1.0162 0.9944 1.0972  -0.34
O1 1.5174 -0.4507 -0.8643  -0.99
P1 2.2764 0.5376 0.2530  0.77
H1 -1.4807 -1.8306 0.0808  0.24
H2 -2.0239 1.3248 -0.6619  0.24
H3 1.7967 -1.3923 -0.9766  0.51

---

No. 2
# C46H69N18O5P

A 16-piece molecular cluster, C46H69N18O5P overall (wB97M-V/def2-TZVPD, the Open Molecules 2025 dataset).

Properties
Total charge ... 0
LUMO ... 0.011 Ha

Each line ends with the Löwdin charge.
Positions of all 139 atoms, in Å:
C1 -3.4771 1.7010 -2.4735  -0.12
O1 -3.9156 1.3760 -1.1569  -0.21
C2 -3.9102 -0.0443 -1.0463  -0.23
C3 -4.2075 -0.5277 0.3882  -0.13
C4 -3.7593 0.4771 1.4995  -0.14
N1 -2.3870 0.9653 1.3264  -0.08
C5 -1.4046 0.2256 2.1394  -0.13
C6 -1.1309 -1.2110 1.6058  -0.06
C7 0.3710 -1.4347 1.3506  -0.44
O2 1.0469 -1.8585 2.2487  0.11
N2 0.9678 -1.1400 0.0464  0.12
C8 0.3285 -2.0458 -0.8932  -0.27
C9 -0.2868 -1.5852 -2.0561  -0.04
C10 -0.9433 -2.4464 -2.9552  -0.08
C11 -0.9696 -3.8079 -2.6223  -0.10
C12 -0.3337 -4.2799 -1.4632  -0.08
C13 0.3208 -3.4195 -0.5724  -0.02
C14 -2.2377 2.3273 1.6674  -0.57
O3 -2.9644 2.9752 2.3570  0.06
O4 -1.0745 2.9114 1.1803  -0.16
P1 -0.6978 2.5206 -0.3969  0.68
O5 0.7831 2.1887 -0.2847  -0.44
H1 -4.1493 1.2113 -3.1958  0.09
H2 -3.4039 2.7860 -2.6035  0.09
H3 -2.4637 1.2908 -2.6545  0.06
H4 -2.9980 -0.4929 -1.4833  0.10
H5 -4.7426 -0.4086 -1.6835  0.13
H6 -3.8172 -1.5366 0.5810  0.10
H7 -5.2998 -0.6069 0.4959  0.11
H8 -3.8247 -0.0887 2.4458  0.09
H9 -4.5162 1.2649 1.5033  0.13
H10 -0.4384 0.7549 2.0510  0.12
H11 -1.6313 0.2433 3.2222  0.13
H12 -1.6786 -1.3786 0.6688  0.10
H13 -1.5269 -1.9337 2.3320  0.13
H14 0.5539 -0.2284 -0.1956  0.08
H15 -0.2624 -0.5134 -2.2837  0.10
H16 -1.4482 -2.0864 -3.8609  0.07
H17 -1.4845 -4.5237 -3.2622  0.09
H18 -0.3474 -5.3490 -1.2502  0.10
H19 0.8020 -3.7990 0.3272  0.12
H20 -1.4067 1.3955 -0.8210  0.03
H21 -0.9802 3.6584 -1.1691  0.05
C15 1.4949 3.2419 -4.4607  -0.04
C16 0.6471 2.7936 -3.3739  -0.16
N3 0.0459 2.4125 -2.4757  0.06
H22 1.2274 2.7782 -5.4099  0.09
H23 1.4308 4.3211 -4.5971  0.10
H24 2.5355 2.9983 -4.2548  0.05
C17 -1.0214 -4.6094 -6.3467  -0.09
C18 -2.0206 -3.6504 -5.9057  -0.31
N4 -2.7968 -2.8889 -5.5340  0.14
H25 -1.4069 -5.6273 -6.3202  0.08
H26 -0.7011 -4.4083 -7.3672  0.08
H27 -0.1371 -4.5764 -5.7115  0.04
C19 3.6938 4.0372 -1.3984  -0.08
C20 4.2730 4.0649 -2.7372  -0.28
N5 4.6886 4.0776 -3.8079  0.12
H28 3.4943 3.0183 -1.0697  0.07
H29 4.3539 4.4943 -0.6652  0.04
H30 2.7479 4.5785 -1.3715  0.08
C21 -6.0505 -4.4312 -8.0056  -0.07
C22 -4.6198 -4.6372 -8.1721  -0.26
N6 -3.4920 -4.7983 -8.3046  0.15
H31 -6.3339 -4.4384 -6.9538  0.09
H32 -6.3679 -3.4764 -8.4201  0.05
H33 -6.6267 -5.2098 -8.5040  0.08
C23 4.4586 1.1014 1.7033  -0.07
C24 4.7498 2.5148 1.5206  -0.26
N7 4.9732 3.6313 1.3821  0.13
H34 3.3959 0.9387 1.8859  0.08
H35 4.7328 0.5202 0.8256  0.06
H36 5.0048 0.6900 2.5497  0.07
C25 0.3097 5.6837 4.4289  -0.06
C26 -0.8598 4.9531 3.9595  -0.20
N8 -1.7831 4.3739 3.5858  0.17
H37 0.3590 6.6808 3.9919  0.09
H38 0.2954 5.8001 5.5106  0.02
H39 1.2354 5.1698 4.1688  0.09
C27 2.9016 -4.0197 -3.8922  -0.06
C28 2.5595 -4.8626 -5.0269  -0.28
N9 2.2969 -5.5356 -5.9180  0.13
H40 2.0763 -3.9488 -3.1814  0.07
H41 3.7631 -4.4161 -3.3553  0.04
H42 3.1476 -3.0055 -4.2066  0.09
C29 7.7808 -1.5665 3.2253  -0.06
C30 7.0571 -1.3497 1.9812  -0.27
N10 6.4900 -1.1845 0.9973  0.15
H43 7.1983 -1.2337 4.0841  0.08
H44 8.0096 -2.6219 3.3682  0.08
H45 8.7229 -1.0200 3.2323  0.09
C31 -5.0693 5.4052 2.0814  -0.08
C32 -6.0091 6.4549 2.4515  -0.29
N11 -6.7492 7.2821 2.7435  0.11
H46 -5.4974 4.4157 2.2343  0.08
H47 -4.7846 5.4797 1.0323  0.08
H48 -4.1552 5.4586 2.6728  0.06
C33 -7.4539 -1.7393 -11.2568  -0.07
C34 -8.2735 -2.4765 -10.3049  -0.29
N12 -8.9190 -3.0576 -9.5550  0.14
H49 -7.6044 -2.1046 -12.2719  0.08
H50 -7.6978 -0.6778 -11.2475  0.08
H51 -6.3937 -1.8372 -11.0240  0.08
C35 5.7938 -7.7610 -3.6559  -0.06
C36 5.3460 -6.7379 -2.7222  -0.25
N13 4.9899 -5.9289 -1.9896  0.15
H52 5.3214 -7.6379 -4.6302  0.09
H53 6.8725 -7.7161 -3.8024  0.08
H54 5.5500 -8.7588 -3.2935  0.09
C37 -1.1324 5.5719 8.8355  -0.08
C38 0.0495 6.0193 8.1195  -0.25
N14 0.9828 6.3389 7.5324  0.14
H55 -1.8736 5.1636 8.1521  0.06
H56 -0.8838 4.7897 9.5499  0.07
H57 -1.6036 6.3856 9.3870  0.08
C39 -4.0025 -0.3202 5.6904  -0.06
C40 -4.4276 -1.2981 4.6976  -0.29
N15 -4.7598 -2.0628 3.9088  0.14
H58 -4.7845 -0.1388 6.4265  0.09
H59 -3.1174 -0.6622 6.2262  0.07
H60 -3.7597 0.6360 5.2242  0.08
C41 -0.0432 0.9604 7.3329  -0.06
C42 -1.0569 1.9190 7.7500  -0.25
N16 -1.8536 2.6751 8.0836  0.14
H61 -0.3977 -0.0639 7.4455  0.08
H62 0.2284 1.1046 6.2874  0.08
H63 0.8648 1.0648 7.9271  0.07
C43 7.6132 -4.6609 -0.4837  -0.10
C44 8.8518 -4.1765 0.1091  -0.29
N17 9.8258 -3.7918 0.5787  0.12
H64 6.7631 -4.4841 0.1737  0.07
H65 7.4060 -4.1619 -1.4290  0.08
H66 7.6621 -5.7311 -0.6792  0.07
C45 4.4102 5.4245 8.4814  -0.08
C46 3.7679 4.1173 8.5335  -0.29
N18 3.2605 3.0886 8.5739  0.12
H67 4.7395 5.6666 7.4718  0.08
H68 3.7306 6.2150 8.7971  0.07
H69 5.2863 5.4652 9.1281  0.08

---

No. 3
# C4H7N3

C4H7N3 as an isolated structure (wB97M-V/def2-TZVPD, the Open Molecules 2025 dataset).

Properties
Total charge ... 0
LUMO ... 0.031 Ha

Each line ends with the natural charge from an NBO analysis.
Positions of all 14 atoms, in Å:
C1 -2.0263 1.3084 0.4080  -0.41
N1 -1.2787 0.0849 0.1320  -0.57
C2 0.0152 0.0000 0.1789  0.35
N2 0.4681 -2.3501 -0.1351  -0.30
N3 1.5143 -1.8331 -0.4985  -0.24
C3 1.7827 -0.4356 -0.7035  -0.21
C4 1.2397 0.4922 0.2331  -0.40
H1 -1.4863 2.1601 -0.0106  0.21
H2 -3.0256 1.2549 -0.0309  0.21
H3 -2.1217 1.4465 1.4913  0.20
H4 -1.7778 -0.7991 0.1432  0.41
H5 2.3807 -2.3934 -0.5927  0.34
H6 2.5930 -0.2339 -1.4025  0.20
H7 1.7227 1.2982 0.7873  0.21

---

No. 4
# C25H25N3O3

A 2-piece molecular cluster, C25H25N3O3 overall (wB97M-V/def2-TZVPD, the Open Molecules 2025 dataset).

Properties
Total charge ... 0
LUMO ... -0.018 Ha

Each line ends with the natural charge from an NBO analysis.
Positions of all 56 atoms, in Å:
C1 -3.8470 4.2030 -0.3685  -0.63
C2 -3.1152 3.2689 0.5634  -0.07
O1 -1.8307 2.9783 -0.0900  -0.52
C3 -1.0331 2.1640 0.6441  0.82
C4 0.2778 1.8524 -0.0742  -0.40
C5 1.3852 1.5496 0.8765  0.07
C6 1.1635 0.8392 2.0777  -0.25
C7 2.2303 0.3989 2.8642  -0.23
C8 3.5420 0.6650 2.4492  -0.23
C9 3.7923 1.3847 1.2702  -0.22
C10 2.7130 1.8515 0.5066  -0.23
C11 0.5286 3.0511 -0.8266  0.30
N1 0.7722 4.0361 -1.4333  -0.36
O2 -1.3628 1.7899 1.7700  -0.63
H1 -4.7580 4.5778 0.1064  0.21
H2 -3.2411 5.0746 -0.6460  0.22
H3 -4.1628 3.7005 -1.2907  0.21
H4 -2.9296 3.7566 1.5341  0.19
H5 -3.6476 2.3143 0.6973  0.20
H6 0.1413 0.6307 2.3869  0.25
H7 2.0298 -0.1618 3.7833  0.20
H8 4.3837 0.3187 3.0566  0.20
H9 4.8241 1.5574 0.9250  0.21
H10 2.8945 2.3979 -0.4250  0.23
C12 0.7298 -3.0231 1.3040  -0.44
N2 -0.6948 -3.3215 1.2313  -0.29
C13 -1.2503 -4.4846 1.7482  -0.06
C14 -2.5578 -4.4179 1.5536  -0.05
N3 -2.8378 -3.2375 0.8812  -0.29
C15 -4.1525 -2.7851 0.5067  -0.41
C16 -1.6822 -2.5574 0.6881  0.40
C17 -1.5176 -1.2215 0.0411  0.41
C18 -0.3339 -1.0942 -0.8166  -0.49
C19 0.1458 0.1128 -1.2659  -0.10
C20 1.3768 0.0733 -2.1013  0.02
C21 1.7901 1.1913 -2.8514  -0.21
C22 3.0252 1.2230 -3.4878  -0.20
C23 3.8238 0.0809 -3.5414  -0.21
C24 3.3513 -1.1043 -2.9728  -0.22
C25 2.1460 -1.1172 -2.2538  -0.22
O3 -2.3398 -0.3150 0.1948  -0.62
H11 0.9608 -2.0841 0.7804  0.28
H12 1.0390 -2.9168 2.3598  0.22
H13 1.3136 -3.8497 0.8516  0.22
H14 -0.6293 -5.2492 2.2331  0.25
H15 -3.3512 -5.1015 1.8459  0.24
H16 -4.0943 -2.1095 -0.3416  0.26
H17 -4.7635 -3.6504 0.2580  0.21
H18 -4.6153 -2.2691 1.3478  0.23
H19 -0.0102 -2.0712 -1.2216  0.21
H20 -0.6107 0.9160 -1.4614  0.25
H21 1.1131 2.0372 -2.9499  0.24
H22 3.3706 2.1452 -3.9416  0.22
H23 4.7902 0.1015 -4.0489  0.21
H24 3.9221 -2.0292 -3.0795  0.21
H25 1.7927 -2.0703 -1.8471  0.20